A molecular structure, C17H12N3S2Se2Sm. Source: the Open Molecules 2025 dataset; level of theory: ωB97M-V/def2-TZVPD.

Summary:
Spin multiplicity: 6
Total charge: +2
Highest occupied orbital energy (spin up / spin down) in eV: -13.97 / -13.99
<S²>: 8.766

Cartesian coordinates (Å):
Sm: -0.851 -1.682 -0.638
Se: 0.872 -2.723 1.870
Se: 1.760 -0.700 0.954
C: 2.421 -1.426 -0.741
C: 3.777 -1.450 -0.988
C: 4.208 -1.912 -2.228
C: 3.267 -2.332 -3.153
C: 1.925 -2.276 -2.816
N: 1.498 -1.827 -1.628
C: -0.744 -1.945 2.640
C: -0.911 -1.863 4.004
C: -2.118 -1.353 4.476
C: -3.080 -0.947 3.567
C: -2.821 -1.065 2.211
N: -1.667 -1.561 1.746
H: 4.476 -1.115 -0.234
H: 5.265 -1.950 -2.455
H: 3.564 -2.699 -4.125
H: 1.164 -2.586 -3.522
H: -0.133 -2.191 4.679
H: -2.291 -1.271 5.541
H: -4.027 -0.547 3.901
H: -3.553 -0.773 1.469
S: -3.341 -0.972 -1.384
C: -2.505 0.545 -1.244
N: -1.183 0.600 -1.087
C: -0.735 1.921 -1.012
C: 0.591 2.337 -0.913
C: 0.857 3.690 -0.865
C: -0.175 4.629 -0.924
C: -1.492 4.231 -1.044
C: -1.759 2.869 -1.091
S: -3.301 2.065 -1.261
H: 1.392 1.608 -0.909
H: 1.882 4.031 -0.800
H: 0.061 5.684 -0.884
H: -2.294 4.955 -1.109